(1)
{"formula": "C5H12N3S", "method": "ωB97M-V/def2-TZVPD", "symbols": ["C", "C", "C", "N", "C", "S", "C", "N", "N", "H", "H", "H", "H", "H", "H", "H", "H", "H", "H", "H", "H"], "xyz": [[-0.48, 0.15, 1.62], [-0.35, 0.19, 0.06], [0.84, -0.72, -0.42], [2.13, -0.61, 0.31], [-0.26, 1.63, -0.52], [-1.25, 1.61, -2.07], [-2.13, 0.28, -1.44], [-3.37, 0.00, -1.93], [-1.61, -0.39, -0.35], [0.57, 0.34, 1.90], [-0.95, -0.72, 1.71], [-1.03, 0.97, 2.11], [0.90, -0.57, -1.42], [0.42, -1.79, -0.33], [1.84, -0.68, 1.31], [2.59, 0.21, 0.26], [2.81, -1.39, 0.15], [-0.85, 2.25, 0.22], [0.72, 1.96, -0.84], [-3.97, -0.44, -1.26], [-3.81, 0.77, -2.50]], "charge": 1, "homo_ha": -0.4432, "e_tot_ha": -759.87755, "fmax_ev_per_a": 6.1, "de_lowest_kj_mol": 147.7, "lumo_ev": -3.60, "smiles": "C[C@]1(C[NH3+])CSC(N)=N1", "homo_lumo_gap_ev": 8.46}



(2)
{"formula": "C4H6ClFS2", "method": "ωB97M-V/def2-TZVPD", "symbols": ["F", "C", "Cl", "C", "S", "C", "C", "S", "H", "H", "H", "H", "H", "H"], "xyz": [[-2.15, 1.20, 0.31], [-1.41, 0.32, -0.43], [-2.23, -1.25, -0.28], [0.01, 0.37, 0.15], [0.80, 1.93, -0.17], [0.35, -0.40, 1.44], [0.89, -0.94, 0.21], [2.59, -0.99, -0.33], [-1.45, 0.61, -1.47], [1.48, 1.60, -1.32], [1.02, 0.13, 2.11], [-0.48, -0.86, 1.92], [0.32, -1.76, -0.25], [3.13, -0.31, 0.69]], "charge": 0, "homo_ha": -0.3414, "e_tot_ha": -1512.40860, "fmax_ev_per_a": 1.8, "de_lowest_kj_mol": 57.4, "lumo_ev": 0.60, "smiles": "F[C@H](Cl)[C@@]1(S)C[C@@H]1S", "homo_lumo_gap_ev": 9.89}



(3)
{"formula": "C5H10INS2", "method": "ωB97M-V/def2-TZVPD", "symbols": ["C", "C", "C", "C", "C", "N", "S", "S", "I", "H", "H", "H", "H", "H", "H", "H", "H", "H", "H"], "xyz": [[-0.97, -0.38, -1.74], [0.05, 0.37, -2.15], [-1.67, -1.12, 2.15], [1.40, 0.48, -1.43], [1.60, 1.56, -0.56], [-0.93, 0.06, 1.69], [1.33, -1.30, -0.42], [-0.03, 1.07, 2.68], [3.58, 2.05, -0.14], [-1.99, -0.31, -2.27], [-0.96, -1.16, -0.86], [0.10, 1.09, -2.87], [-1.59, -1.27, 3.23], [-2.69, -0.78, 2.10], [-1.37, -1.90, 1.57], [2.16, 0.10, -2.16], [0.74, 1.97, -0.14], [-1.27, 0.60, 0.92], [2.51, -1.11, 0.40]], "charge": 0, "homo_ha": [-0.2929, -0.2975], "e_tot_ha": -1345.14112, "fmax_ev_per_a": 4.5, "lumo_ev": [-0.59, -1.06], "homo_lumo_gap_ev": [7.38, 7.04]}



(4)
{"formula": "C37H38F7N6O24PS", "method": "ωB97M-V/def2-TZVPD", "symbols": ["C", "C", "C", "C", "C", "C", "C", "C", "S", "C", "N", "N", "C", "O", "C", "N", "C", "N", "C", "O", "C", "N", "C", "C", "P", "N", "O", "H", "H", "H", "H", "H", "H", "H", "H", "H", "H", "H", "H", "H", "H", "H", "H", "H", "O", "C", "O", "C", "C", "F", "O", "H", "H", "H", "O", "C", "O", "C", "C", "F", "O", "H", "H", "H", "O", "C", "O", "C", "C", "F", "O", "H", "H", "H", "O", "C", "O", "C", "C", "F", "O", "H", "H", "H", "O", "C", "O", "C", "C", "F", "O", "H", "H", "H", "O", "C", "O", "C", "C", "F", "O", "H", "H", "H", "O", "C", "O", "C", "C", "F", "O", "H", "H", "H"], "xyz": [[9.01, -0.79, 0.23], [8.12, 0.45, -0.23], [7.45, 1.24, 0.99], [5.90, 1.29, 0.73], [5.05, 0.32, 1.53], [3.60, 0.32, 1.31], [2.76, -0.77, 2.15], [3.33, -2.22, 1.75], [2.04, -3.15, 0.76], [2.37, -2.65, -0.95], [1.35, -2.35, -1.80], [1.86, -1.98, -3.00], [3.23, -2.06, -2.88], [3.58, -2.49, -1.60], [2.89, 1.27, 0.36], [1.50, 1.17, 0.30], [1.05, 2.07, -0.64], [-0.41, 2.08, -0.88], [-0.88, 0.93, -0.72], [-1.26, -0.16, -0.87], [1.86, 3.04, -1.44], [3.21, 3.13, -1.31], [3.76, 2.21, -0.41], [5.28, 2.23, -0.25], [6.25, 3.44, -1.33], [6.54, 2.51, -2.83], [7.79, 3.75, -0.68], [8.51, -1.28, 1.13], [9.00, -1.56, -0.59], [10.04, -0.43, 0.48], [7.28, 0.00, -0.85], [8.66, 1.16, -0.92], [7.61, 0.59, 1.91], [7.92, 2.23, 1.22], [5.52, -0.41, 2.24], [3.02, -0.64, 3.24], [1.65, -0.70, 1.96], [3.54, -2.87, 2.65], [4.24, -2.17, 1.08], [3.89, -1.80, -3.74], [1.36, 3.73, -2.17], [7.21, 1.78, -2.52], [5.65, 1.99, -2.95], [8.42, 3.43, -1.38], [-5.68, 4.85, 1.03], [-4.77, 4.76, 0.27], [-3.85, 3.76, 0.30], [-3.01, 3.93, -0.84], [-3.17, 5.39, -1.12], [-3.06, 5.65, -2.45], [-4.50, 5.66, -0.72], [-3.37, 3.30, -1.65], [-1.98, 3.66, -0.61], [-2.48, 6.04, -0.57], [-5.04, 2.86, -7.27], [-5.40, 3.59, -6.40], [-5.17, 3.37, -5.08], [-5.64, 4.53, -4.39], [-6.64, 5.10, -5.35], [-6.69, 6.45, -5.26], [-6.10, 4.74, -6.61], [-4.80, 5.21, -4.20], [-6.09, 4.26, -3.43], [-7.65, 4.68, -5.25], [-9.89, 4.46, -2.07], [-9.24, 3.67, -1.46], [-9.72, 2.89, -0.45], [-8.67, 2.00, -0.08], [-7.45, 2.73, -0.55], [-6.48, 1.87, -0.94], [-7.91, 3.44, -1.69], [-8.80, 1.04, -0.60], [-8.66, 1.82, 0.99], [-7.05, 3.44, 0.18], [3.28, 1.66, 4.22], [2.25, 1.55, 4.80], [1.10, 1.05, 4.26], [0.15, 0.98, 5.32], [0.67, 1.99, 6.29], [0.39, 1.64, 7.56], [2.07, 1.93, 6.10], [0.14, -0.03, 5.73], [-0.85, 1.22, 4.96], [0.32, 3.01, 6.10], [-7.57, -1.05, 1.14], [-6.56, -1.51, 0.71], [-5.38, -0.84, 0.66], [-4.40, -1.76, 0.21], [-5.23, -2.77, -0.53], [-4.68, -4.01, -0.44], [-6.45, -2.76, 0.19], [-3.88, -2.19, 1.07], [-3.66, -1.27, -0.43], [-5.41, -2.52, -1.57], [6.94, -3.04, -0.14], [6.55, -4.06, 0.33], [6.38, -5.22, -0.36], [6.03, -6.22, 0.58], [5.46, -5.41, 1.71], [5.70, -6.00, 2.90], [6.20, -4.21, 1.65], [6.92, -6.78, 0.88], [5.30, -6.92, 0.17], [4.39, -5.19, 1.61], [-2.93, -10.13, 0.74], [-3.34, -9.03, 0.92], [-3.86, -8.24, -0.06], [-4.36, -7.07, 0.58], [-3.57, -7.03, 1.85], [-4.29, -6.49, 2.86], [-3.35, -8.40, 2.13], [-5.43, -7.18, 0.76], [-4.20, -6.18, -0.04], [-2.60, -6.52, 1.76]], "charge": 0, "homo_ha": -0.3005, "e_tot_ha": -5005.58182, "fmax_ev_per_a": 4.9, "lumo_ev": -1.19, "smiles": "CCCc1cc(CCSc2nnco2)c2nc(N=C=O)cnc2c1P(N)O.O=C1OC[C@@H](F)O1.O=C1OC[C@@H](F)O1.O=C1OC[C@@H](F)O1.O=C1OC[C@@H](F)O1.O=C1OC[C@@H](F)O1.O=C1OC[C@@H](F)O1.O=C1OC[C@@H](F)O1", "homo_lumo_gap_ev": 6.98}



(5)
{"formula": "C43H60Cl5N5O2SSiTl", "method": "ωB97M-V/def2-TZVPD", "symbols": ["Tl", "Cl", "C", "C", "C", "Cl", "C", "Cl", "C", "Cl", "C", "Cl", "C", "N", "C", "C", "C", "N", "C", "C", "H", "H", "H", "H", "H", "H", "H", "H", "H", "H", "H", "H", "H", "H", "H", "H", "C", "Si", "C", "N", "C", "C", "C", "C", "C", "C", "C", "C", "C", "C", "C", "C", "C", "C", "C", "C", "C", "H", "H", "H", "H", "H", "H", "H", "H", "H", "H", "H", "H", "H", "H", "H", "H", "H", "H", "H", "H", "H", "H", "H", "H", "C", "C", "C", "S", "O", "C", "C", "C", "H", "H", "H", "H", "H", "H", "H", "H", "H", "H", "H", "H", "H", "H", "N", "C", "O", "C", "C", "C", "C", "N", "C", "H", "H", "H", "H", "H", "H"], "xyz": [[-0.82, -1.24, -0.01], [-2.64, -0.58, -2.37], [-2.08, -2.22, -2.63], [-1.43, -2.86, -1.57], [-1.14, -4.20, -1.81], [-0.46, -5.19, -0.54], [-1.38, -4.83, -3.03], [-0.96, -6.48, -3.27], [-1.97, -4.12, -4.08], [-2.23, -4.86, -5.60], [-2.34, -2.79, -3.87], [-3.09, -1.90, -5.13], [1.69, 1.87, 1.95], [0.96, 0.70, 2.42], [0.45, 0.98, 3.77], [1.90, -0.41, 2.44], [1.32, -1.76, 2.81], [0.59, -2.48, 1.74], [1.60, -2.98, 0.78], [-0.08, -3.63, 2.37], [2.50, 2.14, 2.65], [1.04, 2.73, 1.86], [2.15, 1.67, 0.98], [1.27, 1.08, 4.49], [-0.24, 0.21, 4.12], [-0.09, 1.93, 3.75], [2.71, -0.20, 3.17], [2.39, -0.45, 1.46], [0.65, -1.66, 3.67], [2.14, -2.41, 3.14], [2.25, -2.17, 0.45], [2.23, -3.74, 1.26], [1.12, -3.43, -0.09], [0.67, -4.35, 2.73], [-0.74, -4.13, 1.67], [-0.65, -3.30, 3.24], [0.30, 0.28, -1.03], [-0.52, 1.97, -1.17], [-1.70, 2.29, 0.27], [-2.67, 1.24, 0.63], [-3.88, 1.30, -0.20], [-4.78, 2.50, 0.07], [-5.13, 2.62, 1.55], [-3.85, 2.60, 2.39], [-3.05, 1.34, 2.04], [-1.36, 2.12, -2.83], [-2.54, 2.83, -3.03], [-3.11, 2.96, -4.29], [-2.51, 2.36, -5.38], [-1.32, 1.67, -5.22], [-0.75, 1.55, -3.96], [0.75, 3.35, -1.09], [0.28, 4.67, -0.97], [1.16, 5.74, -0.94], [2.53, 5.51, -1.02], [3.01, 4.22, -1.14], [2.12, 3.15, -1.18], [1.29, 0.32, -0.57], [0.40, -0.19, -2.01], [-2.19, 3.26, 0.09], [-1.06, 2.46, 1.13], [-4.45, 0.38, -0.02], [-3.59, 1.29, -1.25], [-5.69, 2.41, -0.53], [-4.29, 3.42, -0.26], [-5.76, 1.77, 1.85], [-5.71, 3.53, 1.75], [-4.08, 2.59, 3.46], [-3.25, 3.49, 2.20], [-3.68, 0.48, 2.27], [-2.14, 1.26, 2.64], [-3.03, 3.31, -2.19], [-4.03, 3.51, -4.41], [-2.95, 2.45, -6.36], [-0.83, 1.21, -6.07], [0.18, 1.01, -3.85], [-0.78, 4.87, -0.93], [0.78, 6.75, -0.85], [3.21, 6.35, -0.99], [4.07, 4.04, -1.21], [2.53, 2.15, -1.26], [6.41, 1.34, -2.22], [5.13, 0.91, -2.92], [4.69, -0.52, -2.61], [4.08, -0.73, -0.91], [3.61, 0.61, -0.42], [5.63, -1.11, -0.02], [5.63, -2.54, 0.50], [5.62, -3.58, -0.61], [6.72, 2.33, -2.57], [7.24, 0.65, -2.42], [6.27, 1.41, -1.14], [5.25, 0.98, -4.00], [4.32, 1.59, -2.64], [5.49, -1.25, -2.75], [3.85, -0.81, -3.25], [5.62, -0.37, 0.79], [6.49, -0.91, -0.66], [4.78, -2.68, 1.16], [6.52, -2.67, 1.12], [4.73, -3.49, -1.24], [5.64, -4.59, -0.21], [6.50, -3.47, -1.26], [-4.02, -2.18, 5.89], [-3.04, -2.05, 4.98], [-1.88, -1.84, 5.28], [-3.40, -2.19, 3.53], [-4.58, -2.72, 3.01], [-4.74, -2.82, 1.64], [-3.71, -2.41, 0.82], [-2.58, -1.89, 1.31], [-2.44, -1.77, 2.63], [-3.78, -2.10, 6.86], [-4.99, -2.31, 5.64], [-5.37, -3.08, 3.66], [-5.64, -3.23, 1.21], [-3.76, -2.50, -0.26], [-1.53, -1.33, 3.00]], "charge": 1, "homo_ha": -0.3930, "e_tot_ha": -5259.68339, "fmax_ev_per_a": 0.6, "de_lowest_kj_mol": 11.4, "lumo_ev": -2.82, "homo_lumo_gap_ev": 7.88}



(6)
{"formula": "C5H10BN2O", "method": "ωB97M-V/def2-TZVPD", "symbols": ["B", "C", "C", "C", "C", "C", "N", "N", "O", "H", "H", "H", "H", "H", "H", "H", "H", "H", "H"], "xyz": [[0.55, -0.93, -1.22], [-3.71, 0.45, -0.09], [1.55, -1.70, -0.30], [0.13, 0.45, -1.23], [1.59, -0.72, 0.92], [0.68, 1.24, 0.09], [-4.52, 0.36, 0.78], [1.83, 0.63, 0.60], [-2.83, 0.59, -0.88], [1.27, -2.74, 0.09], [2.57, -1.49, -0.61], [0.18, 1.04, -2.19], [-0.98, 0.49, -1.16], [0.65, -0.74, 1.42], [2.38, -1.07, 1.71], [0.91, 2.29, -0.35], [-0.06, 1.27, 0.94], [2.67, 0.80, -0.01], [-4.86, -0.21, 1.47]], "charge": 1, "homo_ha": [-0.5041, -0.5041], "e_tot_ha": -405.76478, "fmax_ev_per_a": 4.2, "lumo_ev": [-5.52, -5.52], "homo_lumo_gap_ev": [8.19, 8.19]}